DFT (ωB97M-V with the def2-TZVPD basis set) results for C25H16ClN4O6Rb as an isolated structure.

Last column: Löwdin charge in e.
Geometry (Å):
Rb: 0.0305 -0.3332 0.0740  0.935
O: 2.3553 1.1030 -0.2857  -0.224
C: 2.8720 2.2417 -0.1036  -0.437
C: 4.2941 2.3924 0.0520  -0.053
C: 4.9054 3.6066 0.2510  -0.154
C: 4.1578 4.7894 0.3076  -0.165
C: 2.7854 4.6864 0.1587  -0.106
C: 2.1172 3.4739 -0.0381  -0.152
C: 0.6666 3.5673 -0.1509  -0.158
N: -0.1891 2.6212 -0.2358  -0.037
N: -1.5013 3.1050 -0.2409  -0.001
C: -2.3940 2.2009 -0.5941  -0.554
O: -2.2458 1.0086 -0.9713  -0.182
C: -3.8189 2.7336 -0.5204  -0.136
C: -4.1173 4.0436 -0.1458  -0.048
C: -5.4318 4.4806 -0.0809  -0.114
C: -6.4759 3.6154 -0.3905  -0.133
C: -6.1877 2.3107 -0.7659  -0.110
C: -4.8695 1.8765 -0.8304  -0.038
H: 4.8754 1.4773 0.0118  0.091
H: 5.9856 3.6456 0.3667  0.079
H: 4.6335 5.7500 0.4642  0.067
H: 2.1790 5.5889 0.1999  0.090
H: 0.2745 4.5942 -0.1334  0.102
H: -3.2928 4.7029 0.0894  0.094
H: -5.6451 5.5021 0.2149  0.086
H: -7.5038 3.9565 -0.3364  0.082
H: -6.9939 1.6262 -1.0064  0.087
H: -4.6157 0.8639 -1.1168  0.105
O: 0.0642 -4.2258 5.6289  0.078
C: -0.1507 -3.0136 6.0599  -0.548
O: -0.3613 -2.7558 7.2314  0.020
C: -0.1242 -1.9297 5.0314  -0.056
C: -0.1346 -0.5771 5.3101  -0.585
Cl: -0.2964 0.2431 6.7979  0.772
N: -0.0556 0.0964 4.1423  -0.085
N: -0.0242 -0.7530 3.0980  0.120
C: -0.0600 -1.9718 3.6081  -0.120
C: -0.0148 -3.1702 2.6629  -0.597
O: 0.3920 -4.2538 3.1931  -0.012
O: -0.3585 -3.0043 1.4948  -0.049
C: 0.0937 1.5011 3.9244  -0.200
C: -0.7081 2.1412 2.9939  -0.001
C: -0.5434 3.5017 2.7776  -0.077
C: 0.4163 4.2083 3.4844  -0.081
C: 1.2308 3.5527 4.3988  -0.082
C: 1.0770 2.1946 4.6177  -0.049
H: 0.2517 -4.2429 4.5707  0.039
H: -1.4222 1.5854 2.3970  0.116
H: -1.1453 3.9700 2.0087  0.087
H: 0.5608 5.2640 3.2914  0.099
H: 2.0102 4.0933 4.9211  0.097
H: 1.7239 1.6662 5.3042  0.101

E (hartree): -2117.203168
Spin multiplicity: 1
Frontier orbital gap (eV): 5.61
E_LUMO (Eh): 0.1528
Charge: -2

DFT (ωB97M-V with the def2-TZVPD basis set) results for C25H16F10N3O2RuSTe2 as an isolated structure.

Last column: Löwdin charge in e.
Geometry (Å):
Ru: -1.2168 1.5163 -0.2032  1.546
C: 2.3520 -3.6607 1.4687  -0.030
C: 2.1458 -2.3012 1.6311  -0.117
N: 1.4492 -1.5722 0.7579  0.145
C: 0.9287 -2.1872 -0.2730  -0.268
C: 1.0283 -3.5523 -0.5354  -0.124
C: 1.7875 -4.2873 0.3701  0.007
C: 0.3543 -4.1879 -1.6684  -0.012
C: -0.8202 -3.8101 -2.1745  -0.012
C: -1.6375 -2.6913 -1.6931  -0.113
C: -3.0253 -2.7670 -1.6920  0.023
C: -3.7778 -1.7303 -1.1749  -0.020
C: -3.1288 -0.6072 -0.7129  -0.120
N: -1.7878 -0.4844 -0.7574  0.006
C: -1.0721 -1.5149 -1.2041  -0.265
H: 2.9286 -4.2153 2.1949  0.112
H: 2.5348 -1.7693 2.4904  0.113
H: 1.9156 -5.3517 0.2160  0.124
H: 0.8208 -5.0842 -2.0610  0.119
H: -1.2653 -4.4149 -2.9559  0.119
H: -3.5072 -3.6586 -2.0741  0.129
H: -4.8547 -1.7829 -1.1225  0.123
H: -3.6713 0.2284 -0.3008  0.113
S: 3.2573 1.3534 0.3106  1.160
C: 2.6039 1.4671 1.9181  -0.448
C: 3.2935 1.5697 3.1209  -0.083
C: 2.5535 1.7586 4.2705  -0.068
C: 1.1600 1.8639 4.2209  -0.056
C: 0.4725 1.7492 3.0323  -0.027
C: 1.2082 1.5188 1.8709  -0.278
N: 0.7146 1.3866 0.5766  -0.035
C: 1.6660 1.3456 -0.3189  -0.535
C: 1.2697 1.4016 -1.7072  -0.241
C: 2.1244 1.3828 -2.7965  -0.018
C: 1.5894 1.4915 -4.0724  -0.053
C: 0.2176 1.6232 -4.2485  -0.055
C: -0.6431 1.6343 -3.1568  -0.082
C: -0.1172 1.5294 -1.8750  -0.224
H: 4.3739 1.5256 3.1500  0.110
H: 3.0614 1.8446 5.2217  0.108
H: 0.6065 2.0308 5.1347  0.115
H: -0.6039 1.8234 2.9919  0.098
H: 3.1949 1.2907 -2.6575  0.112
H: 2.2451 1.4810 -4.9326  0.110
H: -0.1875 1.7215 -5.2474  0.110
H: -1.7116 1.7353 -3.2954  0.101
F: -1.0985 5.9817 0.3028  -0.383
Te: -1.4973 4.7471 -1.0067  1.926
F: -1.6553 6.1651 -2.2540  -0.459
F: 0.3939 4.7776 -1.4098  -0.487
F: -3.3159 5.0544 -0.4976  -0.482
F: -2.7369 2.0438 -1.2398  -0.478
O: -1.1398 3.2847 0.3179  -0.619
F: -1.5031 -3.0950 3.4021  -0.458
Te: -1.4155 -1.4450 2.5210  1.951
F: -2.2339 -0.5128 3.8884  -0.402
F: 0.1827 -1.1721 3.5877  -0.509
F: -3.2255 -1.8583 1.9621  -0.511
F: -1.8628 0.7469 1.5784  -0.572
O: 0.2782 -1.3602 -1.1893  0.065

E (hartree): -3304.876253
Spin multiplicity: 2
Frontier orbital gap (spin up / spin down) (eV): 5.61 / 5.80
E_LUMO (spin up / spin down) (Eh): -0.1256 / -0.1174

DFT (ωB97M-V with the def2-TZVPD basis set) results for C25H16F3NaO7S2Sb as an isolated structure.

Last column: Löwdin charge in e.
Geometry (Å):
Na: -3.2506 0.5803 0.2112  0.168
O: -0.9593 0.0755 3.6943  -0.312
S: -1.4168 -0.3020 2.3750  0.490
O: -0.3304 -0.7459 1.5152  -0.388
O: -2.2309 0.7446 1.7441  -0.398
C: -2.4561 -1.7531 2.6350  -0.205
C: -2.5605 -2.2059 3.9423  -0.052
C: -3.2802 -3.3500 4.2442  -0.074
C: -3.8824 -4.0695 3.2232  -0.072
C: -3.7663 -3.6234 1.9184  -0.057
C: -3.0542 -2.4719 1.6230  -0.215
S: -3.2867 -1.8863 -0.0570  0.507
O: -3.5236 -3.0429 -0.8823  -0.297
O: -2.1746 -1.0396 -0.5019  -0.425
O: -4.4573 -1.0105 0.1372  -0.332
H: -2.0647 -1.6197 4.7005  0.104
H: -3.3665 -3.6784 5.2713  0.100
H: -4.4364 -4.9709 3.4447  0.101
H: -4.2181 -4.1431 1.0891  0.109
F: 3.1961 -4.1637 -1.7489  0.026
C: 2.4734 -3.0441 -1.4691  -0.282
C: 2.9174 -2.1958 -0.4737  -0.014
C: 2.1730 -1.0621 -0.1899  -0.107
C: 1.0125 -0.7844 -0.8960  -0.345
C: 0.5897 -1.6526 -1.8886  -0.108
C: 1.3181 -2.7936 -2.1838  -0.011
Sb: -0.1908 0.9659 -0.4581  1.654
C: 0.5903 1.8080 -2.3713  -0.335
C: -0.2984 2.4387 -3.2311  -0.135
C: 0.0920 2.8963 -4.4799  -0.023
C: 1.4019 2.7029 -4.8701  -0.284
F: 1.8024 3.1472 -6.0937  0.029
C: 2.3153 2.0659 -4.0532  -0.015
C: 1.8942 1.6209 -2.8116  -0.125
C: 1.3455 1.9947 0.6906  -0.309
C: 1.5914 1.6057 2.0014  -0.114
C: 2.5880 2.2090 2.7525  -0.003
C: 3.3311 3.2199 2.1739  -0.280
F: 4.3321 3.8040 2.8885  0.030
C: 3.0841 3.6593 0.8878  -0.020
C: 2.0817 3.0441 0.1559  -0.113
H: 3.8183 -2.4277 0.0746  0.111
H: 2.4893 -0.3940 0.5998  0.092
H: -0.3284 -1.4430 -2.4200  0.103
H: 0.9937 -3.4860 -2.9452  0.112
H: -1.3247 2.5830 -2.9088  0.063
H: -0.5986 3.3914 -5.1467  0.110
H: 3.3290 1.9233 -4.3943  0.112
H: 2.6030 1.1203 -2.1653  0.103
H: 0.9918 0.8245 2.4417  0.068
H: 2.7913 1.9002 3.7666  0.117
H: 3.6745 4.4621 0.4709  0.111
H: 1.8806 3.3823 -0.8501  0.087
O: -3.1627 2.3976 -0.5673  -0.013
C: -2.0800 2.7950 -0.6153  -0.044

E (hartree): -2987.569733
Spin multiplicity: 1
Frontier orbital gap (eV): 7.60
E_LUMO (Eh): 0.0745
Charge: -1

DFT (ωB97M-V with the def2-TZVPD basis set) results for C25H17BrMnN3OS6 as an isolated structure.

Last column: Löwdin charge in e.
Geometry (Å):
Mn: -0.3043 1.1697 0.0044  0.634
Br: -4.1534 -3.3461 -4.2317  0.739
C: -3.4571 -1.9415 -3.1727  -0.691
C: -3.5123 -0.6243 -3.6408  -0.091
C: -2.9907 0.3956 -2.8815  -0.017
C: -2.3557 0.1384 -1.6527  -0.334
O: -1.8778 1.1671 -0.9707  -0.219
C: -2.3047 -1.1940 -1.1960  -0.138
C: -1.6935 -1.5409 0.0576  -0.048
N: -0.9463 -0.7421 0.7186  0.011
C: -0.3203 -1.0954 1.9251  -0.198
C: 0.2128 -2.3390 2.2143  -0.004
C: 0.9789 -2.4938 3.3654  -0.059
C: 1.2924 -1.4005 4.1581  -0.019
C: 0.7946 -0.1392 3.8401  -0.129
C: 1.3047 1.0995 4.4527  -0.112
C: 0.6030 2.3865 4.0277  -0.110
C: -0.5367 2.2345 3.1222  -0.075
N: -0.8175 1.1635 2.4884  0.088
C: -0.0981 -0.0119 2.7837  -0.174
C: -2.8855 -2.2201 -1.9587  -0.093
H: -3.9585 -0.4081 -4.6021  0.113
H: -3.0282 1.4179 -3.2323  0.121
H: -1.8967 -2.5388 0.4522  0.145
H: 0.0835 -3.1640 1.5263  0.115
H: 1.3942 -3.4640 3.6021  0.109
H: 1.9672 -1.5132 4.9973  0.116
H: 1.6866 1.0372 5.4631  0.149
H: 0.5506 3.2068 4.7298  0.141
H: -1.1561 3.1059 2.9270  0.132
H: -2.8481 -3.2382 -1.5919  0.113
S: 0.2806 3.3638 -0.7306  0.727
C: 1.5390 2.9437 0.3445  -0.768
C: 2.8277 3.5594 0.6766  -0.021
C: 3.3561 2.8128 1.6441  -0.007
C: 1.9933 2.0508 3.5175  -0.114
C: 2.3827 1.7325 2.0565  -0.228
N: 1.3286 1.8664 1.0521  -0.107
H: 3.2386 4.4335 0.1985  0.113
H: 4.2982 2.9721 2.1482  0.122
H: 2.7414 2.6578 4.0111  0.140
H: 2.8171 0.7280 2.0099  0.169
C: 0.3801 -3.4470 -2.9809  -0.392
S: 1.6398 -2.5032 -3.8680  0.804
C: 0.8186 -0.9620 -4.0449  -1.016
C: 0.7298 0.0120 -3.1094  -1.077
S: 1.2713 -0.1027 -1.4604  0.586
S: -0.0093 1.4917 -3.6751  0.874
C: -0.5423 0.9335 -5.2226  -1.512
S: -1.3354 1.9040 -6.2885  0.514
S: 0.0829 -0.6245 -5.5957  0.906
H: 0.7700 -4.4545 -2.8451  0.033
H: -0.5432 -3.4909 -3.5540  0.031
H: 0.2077 -2.9847 -2.0092  0.008

E (hartree): -7316.545093
Spin multiplicity: 5
Frontier orbital gap (spin up / spin down) (eV): 5.48 / 6.09
E_LUMO (spin up / spin down) (Eh): -0.0572 / -0.0353

DFT (ωB97M-V with the def2-TZVPD basis set) results for C25H17Cl4IN5O6Ti as an isolated structure.

Last column: Löwdin charge in e.
Geometry (Å):
Ti: 0.5018 0.2610 -0.0149  1.200
O: -3.1225 0.8187 -0.4224  -0.023
C: -3.4328 -0.3582 -0.1461  -0.412
C: -4.4282 -1.0878 -0.9124  -0.046
C: -4.8704 -2.3218 -0.5578  -0.132
C: -4.4181 -2.9722 0.6171  -0.142
C: -3.4868 -2.3245 1.3845  -0.083
C: -2.9345 -1.0844 1.0075  -0.154
C: -2.0556 -0.4253 1.9186  -0.116
N: -1.0559 0.3489 1.6326  -0.031
C: -0.7092 1.3222 2.6628  -0.199
C: -0.4015 2.5910 1.8701  -0.180
N: 0.7701 2.1948 1.1262  -0.052
C: 1.8496 2.8617 1.2490  -0.077
C: 3.1463 2.2857 1.0100  -0.150
C: 4.2844 3.0807 0.8497  -0.069
C: 5.5458 2.5278 0.8404  -0.134
C: 5.6667 1.1463 1.0508  -0.114
C: 4.5704 0.3474 1.2546  -0.007
C: 3.2500 0.8770 1.2123  -0.372
O: 2.2354 0.1146 1.3935  -0.138
H: -4.7833 -0.5953 -1.8111  0.104
H: -5.5893 -2.8255 -1.1970  0.088
H: -4.7934 -3.9482 0.8937  0.072
H: -3.1253 -2.7836 2.3010  0.101
H: -2.3019 -0.5385 2.9891  0.128
H: 0.1954 1.0197 3.2063  0.119
H: -1.5402 1.4652 3.3622  0.111
H: -0.1837 3.4554 2.5130  0.112
H: -1.2272 2.8080 1.1884  0.127
H: 1.8054 3.8578 1.7108  0.131
H: 4.1543 4.1513 0.7231  0.102
H: 6.4223 3.1423 0.6793  0.079
H: 6.6528 0.6923 1.0484  0.089
H: 4.6663 -0.7194 1.4085  0.111
Cl: -2.7435 2.5428 -5.5660  0.598
C: -2.1181 1.5433 -4.2897  -0.704
C: -2.3555 0.1786 -4.2976  -0.706
Cl: -3.2625 -0.5424 -5.5894  0.602
C: -1.8567 -0.6306 -3.2683  -0.606
Cl: -2.0729 -2.3415 -3.2679  0.700
C: -1.1364 -0.0391 -2.2493  -0.368
O: -0.6626 -0.6696 -1.1948  -0.166
C: -0.8679 1.3432 -2.2415  -0.378
O: -0.1775 1.7509 -1.2122  -0.145
C: -1.3678 2.1337 -3.2680  -0.605
Cl: -1.0691 3.8379 -3.2215  0.653
I: 1.6458 -5.0696 3.1554  0.724
C: 1.3794 -3.6566 1.6843  -0.806
C: 1.8337 -3.6914 0.3647  -0.236
N: 1.4434 -2.5934 -0.2700  -0.006
N: 0.7479 -1.8379 0.6051  -0.127
C: 0.6976 -2.4514 1.7846  -0.233
H: 2.4051 -4.4541 -0.1410  0.089
H: 1.8027 -1.7683 -1.9005  0.041
H: 0.2057 -1.9988 2.6301  0.097
O: 1.9451 -1.2479 -2.7377  -0.096
N: 2.3257 0.0276 -2.4094  -0.057
O: 2.0012 0.2495 -1.1411  -0.308

E (hartree): -4676.134602
Spin multiplicity: 2
Frontier orbital gap (spin up / spin down) (eV): 5.36 / 5.44
E_LUMO (spin up / spin down) (Eh): 0.1350 / 0.1350
Charge: -2

DFT (ωB97M-V with the def2-TZVPD basis set) results for C25H18AsBr2F6MnN2O10 as an isolated structure.

Last column: Löwdin charge in e.
Geometry (Å):
Mn: -1.0428 -1.0059 0.5606  1.096
O: -4.2705 -0.2791 2.8338  0.062
C: -3.5717 -0.4780 1.8564  -0.551
O: -2.2738 -0.5110 1.8938  -0.083
C: -4.2397 -0.6146 0.4818  -0.090
C: -3.6588 0.3843 -0.5375  -0.242
C: -4.6437 0.5795 -1.6953  -0.097
C: -4.4892 -0.7623 -2.4569  -0.096
C: -3.4305 -1.4710 -1.6045  -0.239
O: -2.6118 -0.3778 -1.1651  -0.109
C: -4.0484 -1.9636 -0.2850  -0.096
C: -3.1340 -3.0168 0.3473  -0.561
O: -3.6022 -4.1049 0.6284  0.069
O: -1.8787 -2.7096 0.4548  -0.084
H: -5.2976 -0.4263 0.6551  0.144
H: -3.2307 1.2853 -0.1085  0.159
H: -5.6583 0.7615 -1.3405  0.109
H: -4.3374 1.4228 -2.3144  0.109
H: -5.4147 -1.3362 -2.5120  0.109
H: -4.1208 -0.6033 -3.4704  0.108
H: -2.8048 -2.1973 -2.1164  0.168
H: -5.0080 -2.4512 -0.4458  0.145
C: 0.8830 0.1912 3.5682  -0.021
C: 1.7134 0.1034 2.3279  -0.301
C: 3.0270 0.6491 2.3173  0.000
C: 3.7671 0.6510 1.1778  -0.029
C: 3.2274 0.0866 -0.0048  -0.190
C: 3.8479 0.0732 -1.2779  -0.625
Br: 5.5499 0.8940 -1.5237  0.731
C: 3.2241 -0.4698 -2.3618  -0.198
C: 1.9461 -1.0351 -2.2318  -0.612
Br: 1.0860 -1.7115 -3.7782  0.734
C: 1.2694 -1.0712 -1.0241  -0.386
O: 0.1012 -1.6037 -0.8559  -0.142
C: 1.9449 -0.4732 0.1019  -0.127
N: 1.2151 -0.4417 1.2487  0.137
H: 1.4052 -0.2951 4.3936  0.085
H: -0.0776 -0.2957 3.4315  0.066
H: 0.7130 1.2420 3.8107  0.081
H: 3.4157 1.0805 3.2310  0.114
H: 4.7574 1.0868 1.1566  0.077
H: 3.7005 -0.4526 -3.3322  0.091
O: -0.3425 2.5349 1.6033  0.058
C: -0.1863 1.9773 0.5262  -0.577
O: -0.7489 0.9135 0.0945  -0.114
C: 0.8139 2.5608 -0.4637  -0.099
C: 1.7540 3.4830 -0.0163  -0.003
C: 2.7374 3.9523 -0.8681  0.001
C: 2.7449 3.4977 -2.1782  -0.168
C: 1.8114 2.5936 -2.6554  0.009
C: 0.8444 2.1218 -1.7829  0.006
N: 3.7838 3.9932 -3.0913  -0.357
O: 4.6298 4.7478 -2.6453  0.043
O: 3.7443 3.6344 -4.2542  0.052
H: 1.7062 3.7983 1.0171  0.119
H: 3.4962 4.6458 -0.5388  0.112
H: 1.8637 2.2522 -3.6784  0.120
H: 0.1216 1.3830 -2.1031  0.125
F: 0.0154 -2.4341 2.5237  -0.261
As: 1.0289 -3.7924 2.9923  0.726
F: 2.0730 -5.1014 3.4809  -0.280
F: -0.2243 -4.9096 2.6094  -0.242
F: 1.6538 -3.8763 1.3757  -0.252
F: 0.4309 -3.6546 4.6206  -0.268
F: 2.3001 -2.6543 3.3976  -0.266

E (hartree): -10959.760079
Spin multiplicity: 5
Frontier orbital gap (spin up / spin down) (eV): 6.61 / 6.68
E_LUMO (spin up / spin down) (Eh): 0.1235 / 0.1236
Charge: -2

Number 1: maximum force 0.25 eV/A. Number 2: maximum force 2.19 eV/A. Number 3: maximum force 3.12 eV/A. Number 4: maximum force 0.81 eV/A. Number 5: maximum force 0.89 eV/A. Number 6: maximum force 0.42 eV/A.